(1)
17
Properties=species:S:1:pos:R:3:nbo_charge:R:1 method="wB97M-V/def2-TZVPD" e_above_lowest_ev=4.043 charge=+1 homo_lumo_gap_ev=8.78 total_energy_ha=-376.45841 smiles="CC1(C)NN=NC=[NH+]1"
C 0.92 0.66 0.89 -0.69
C -0.07 0.07 0.03 0.33
C 0.19 0.09 -1.42 -0.64
N -1.37 1.31 0.08 -0.27
N -2.54 0.87 0.08 0.16
N -2.95 -0.30 -0.13 -0.26
C -2.09 -1.27 0.28 0.35
N -0.76 -1.06 0.48 -0.54
H 1.70 -0.09 1.13 0.26
H 0.54 1.19 1.74 0.24
H 1.37 1.59 0.39 0.26
H 0.86 0.86 -1.67 0.25
H -0.71 0.25 -1.90 0.24
H 0.54 -0.91 -1.71 0.24
H -1.13 1.99 0.75 0.41
H -2.40 -2.20 0.51 0.22
H -0.20 -1.77 0.97 0.44


(2)
175
Properties=species:S:1:pos:R:3:lowdin_charge:R:1 method="wB97M-V/def2-TZVPD" e_above_lowest_ev=1.988 charge=-1 homo_lumo_gap_ev=3.69 total_energy_ha=-4803.76415
C -14.93 -0.08 -18.05 -0.48
O -14.92 -1.10 -17.07 -0.12
O -13.64 0.29 -18.21 -0.21
C -15.72 -0.62 -19.30 -0.55
F -15.43 0.07 -20.41 0.14
F -15.49 -1.92 -19.54 0.13
F -17.03 -0.47 -19.03 0.14
C -15.77 -0.96 -15.92 -0.23
C -15.86 -2.34 -15.30 -0.05
H -16.36 -2.95 -16.05 0.09
H -14.86 -2.73 -15.06 0.05
H -16.39 -2.34 -14.35 0.04
H -16.77 -0.62 -16.20 0.11
H -15.29 -0.24 -15.25 0.09
H -15.58 0.77 -17.77 0.13
C -18.28 3.39 -24.56 -0.54
O -16.93 2.85 -24.50 -0.10
O -19.14 2.50 -25.07 -0.22
C -18.67 4.26 -23.31 -0.53
F -18.67 3.70 -22.06 0.08
F -17.79 5.29 -23.18 0.08
F -19.88 4.79 -23.51 0.13
C -16.54 2.31 -23.24 -0.29
C -15.29 1.47 -23.41 -0.09
H -15.57 0.55 -23.93 0.08
H -14.44 1.92 -23.92 0.07
H -15.06 1.12 -22.40 0.04
H -17.31 1.72 -22.75 0.13
H -16.18 3.15 -22.62 0.08
H -18.16 4.16 -25.34 0.12
C -17.65 3.88 -15.50 -0.51
O -17.92 5.21 -15.98 -0.09
O -17.95 3.79 -14.20 -0.20
C -18.29 2.81 -16.39 -0.54
F -17.77 2.84 -17.64 0.12
F -17.93 1.58 -15.91 0.08
F -19.62 2.76 -16.48 0.15
C -17.06 5.88 -16.86 -0.28
C -17.65 7.26 -17.13 -0.07
H -17.03 7.74 -17.89 0.07
H -18.65 7.21 -17.57 0.08
H -17.74 7.92 -16.27 0.07
H -17.06 5.36 -17.82 0.11
H -16.05 5.95 -16.44 0.11
H -16.55 3.80 -15.60 0.11
C -12.19 -2.09 -11.49 -0.51
O -13.16 -1.31 -10.79 -0.07
O -11.47 -2.76 -10.56 -0.21
C -12.87 -2.89 -12.64 -0.51
F -12.33 -4.09 -12.99 0.10
F -14.15 -3.23 -12.31 0.10
F -12.92 -2.11 -13.73 0.10
C -13.89 -0.41 -11.61 -0.29
C -14.53 0.67 -10.74 -0.07
H -15.31 0.19 -10.14 0.07
H -13.75 1.12 -10.12 0.08
H -15.09 1.34 -11.40 0.06
H -14.72 -1.00 -12.03 0.10
H -13.51 0.04 -12.53 0.11
H -11.49 -1.41 -12.01 0.14
C -16.65 -8.90 -18.47 -0.55
O -16.98 -7.66 -19.21 -0.12
O -17.76 -9.57 -18.29 -0.18
C -15.45 -9.50 -19.26 -0.55
F -15.78 -9.68 -20.56 0.11
F -14.41 -8.61 -19.28 0.07
F -14.96 -10.64 -18.75 0.12
C -16.58 -6.45 -18.63 -0.32
C -16.72 -5.31 -19.64 -0.08
H -16.08 -5.40 -20.52 0.07
H -17.74 -5.31 -20.05 0.07
H -16.56 -4.36 -19.12 0.05
H -15.58 -6.45 -18.20 0.09
H -17.31 -6.16 -17.85 0.11
H -16.17 -8.54 -17.53 0.12
C -10.94 -7.45 -7.37 -0.09
O -11.51 -7.22 -8.64 -0.21
C -10.94 -6.17 -9.41 -0.17
C -11.95 -5.74 -10.47 -0.10
N -12.63 -6.95 -11.07 0.06
H -11.91 -7.55 -11.46 0.18
H -13.03 -7.49 -10.29 0.16
C -13.71 -6.91 -12.14 -0.07
C -15.00 -6.27 -11.62 -0.21
O -15.88 -6.12 -12.71 -0.16
C -16.88 -5.15 -12.52 -0.09
H -11.07 -8.50 -7.14 0.09
H -11.33 -6.76 -6.62 0.09
H -9.86 -7.28 -7.32 0.09
H -10.01 -6.47 -9.88 0.13
H -10.88 -5.32 -8.72 0.14
H -11.52 -5.18 -11.29 0.11
H -12.70 -5.05 -10.08 0.13
H -13.75 -7.89 -12.61 0.14
H -13.32 -6.31 -12.97 0.12
H -14.70 -5.26 -11.30 0.11
H -15.49 -6.75 -10.77 0.14
H -17.51 -5.33 -11.65 0.09
H -17.44 -5.16 -13.45 0.10
H -16.46 -4.13 -12.47 0.07
C -21.55 3.82 -14.25 -0.07
O -21.16 4.31 -12.97 -0.17
C -21.69 3.63 -11.88 -0.24
C -20.94 2.32 -11.62 -0.07
N -19.47 2.70 -11.53 0.07
H -19.07 2.80 -12.49 0.13
H -19.35 3.64 -11.14 0.18
C -18.56 1.67 -10.89 -0.07
C -18.16 0.68 -11.95 -0.21
O -19.21 -0.21 -12.33 -0.18
C -18.91 -0.98 -13.47 -0.08
H -21.14 2.84 -14.49 0.08
H -21.24 4.54 -15.00 0.10
H -22.64 3.71 -14.30 0.09
H -22.77 3.43 -11.95 0.13
H -21.75 4.25 -10.98 0.13
H -20.95 1.69 -12.50 0.13
H -21.17 1.88 -10.65 0.13
H -19.05 1.16 -10.06 0.13
H -17.71 2.25 -10.56 0.14
H -17.34 0.05 -11.57 0.12
H -17.74 1.15 -12.85 0.13
H -19.84 -1.43 -13.81 0.10
H -18.21 -1.81 -13.37 0.07
H -18.57 -0.31 -14.27 0.08
C -15.65 5.42 -20.65 -0.08
O -14.87 4.79 -19.65 -0.21
C -14.40 3.51 -20.06 -0.20
C -13.00 3.29 -19.50 -0.05
N -12.92 3.20 -17.96 0.07
H -13.05 2.22 -17.71 0.11
H -11.94 3.35 -17.72 0.16
C -13.75 4.23 -17.26 -0.11
C -13.30 4.20 -15.81 -0.20
O -13.15 2.92 -15.23 -0.19
C -14.32 2.18 -14.99 -0.08
H -15.81 6.46 -20.36 0.09
H -16.61 4.93 -20.78 0.09
H -15.15 5.51 -21.62 0.10
H -14.40 3.35 -21.14 0.12
H -15.02 2.66 -19.77 0.13
H -12.44 4.19 -19.76 0.13
H -12.51 2.38 -19.85 0.13
H -14.76 3.84 -17.41 0.12
H -13.63 5.23 -17.66 0.14
H -13.90 4.84 -15.15 0.13
H -12.34 4.73 -15.81 0.13
H -15.00 2.65 -14.27 0.10
H -14.02 1.22 -14.57 0.08
H -14.89 2.04 -15.91 0.08
C -10.50 1.02 -15.58 -0.07
O -10.80 -0.28 -15.06 -0.18
C -9.96 -1.26 -15.59 -0.22
C -10.46 -1.78 -16.97 -0.08
N -11.93 -2.11 -16.86 0.09
H -12.22 -2.37 -15.92 0.15
H -12.49 -1.27 -17.12 0.13
C -12.43 -3.02 -17.96 -0.07
C -12.13 -4.49 -17.71 -0.19
O -10.73 -4.71 -17.55 -0.22
C -10.49 -6.03 -17.06 -0.08
H -10.69 1.81 -14.85 0.09
H -11.17 1.03 -16.44 0.08
H -9.46 1.19 -15.86 0.09
H -9.92 -2.16 -14.97 0.13
H -8.96 -0.92 -15.85 0.12
H -9.97 -2.74 -17.08 0.11
H -10.25 -1.06 -17.75 0.14
H -11.99 -2.68 -18.90 0.14
H -13.51 -2.91 -18.05 0.12
H -12.33 -4.95 -18.69 0.14
H -12.78 -5.00 -16.99 0.13
H -10.83 -6.10 -16.03 0.08
H -9.41 -6.16 -17.07 0.09
H -10.88 -6.75 -17.79 0.10


(3)
12
Properties=species:S:1:pos:R:3:nbo_charge:R:1 method="wB97M-V/def2-TZVPD" e_above_lowest_ev=5.497 charge=0 homo_lumo_gap_ev=8.49 total_energy_ha=-832.66974
C 1.45 0.20 0.03 -0.23
C 1.04 1.17 -0.71 0.10
C -1.04 0.78 0.26 0.14
C -0.27 -0.32 0.76 -0.23
N -0.52 -1.61 -0.02 0.55
O -0.82 -2.51 0.65 -0.31
O -0.42 -1.45 -1.24 -0.39
O -0.26 1.55 -0.66 -0.47
S -2.62 1.18 0.46 0.09
H 2.45 -0.07 0.16 0.23
H 1.51 1.68 -1.55 0.23
H -0.50 -0.60 1.85 0.28


(4)
12
Properties=species:S:1:pos:R:3:nbo_charge:R:1 method="wB97M-V/def2-TZVPD" charge=0 homo_lumo_gap_ev="5.80 / 7.89" multiplicity=3 s_squared=2.005 total_energy_ha=-2246.93904
C -1.24 -0.60 -2.38 -0.46
C -1.43 -0.74 -1.12 0.05
C -1.82 -1.27 0.03 -0.40
Si 2.16 1.32 1.59 1.31
Cl 0.81 0.15 0.64 -0.31
Cl 1.67 3.27 1.65 -0.32
Cl 2.26 0.56 3.54 -0.35
Cl 3.99 1.30 0.81 -0.32
H -0.38 -0.23 -2.88 0.21
H -2.04 -0.97 -2.91 0.19
H -2.64 -0.66 0.58 0.20
H -1.34 -2.13 0.45 0.21


(5)
146
Properties=species:S:1:pos:R:3:lowdin_charge:R:1 method="wB97M-V/def2-TZVPD" charge=0 homo_lumo_gap_ev=7.96 total_energy_ha=-6068.75241 smiles="CC(=O)N(C)CCCCc1c2c(cc(PP(=O)(O)O)c1[C@H](C)F)N(CCCCS(=O)(=O)Cl)c1cc(C[SH](=O)=O)c(B(N)O)c(N=C=S)c1S2.c1cc[nH]c1.c1cc[nH]c1.c1cc[nH]c1.c1cc[nH]c1.c1cc[nH]c1.c1cc[nH]c1"
C 4.83 4.92 0.83 0.01
C 3.44 4.46 1.12 -0.52
O 2.70 4.11 0.26 0.12
N 3.05 4.51 2.51 -0.13
C 1.81 5.29 2.61 -0.07
C 2.83 3.15 3.04 -0.17
C 3.85 2.12 2.55 -0.15
C 3.30 1.14 1.51 -0.18
C 2.31 0.15 2.10 -0.17
C 1.62 -0.63 1.02 -0.15
C 0.59 -0.01 0.30 -0.33
C -0.07 -0.65 -0.75 -0.19
C 0.29 -1.95 -1.05 -0.04
C 1.29 -2.61 -0.34 -0.39
P 1.68 -4.36 -0.74 0.91
P 2.04 -4.51 -2.87 0.23
O 2.09 -5.93 -3.21 -0.32
O 3.43 -3.79 -3.15 -0.13
O 0.93 -3.69 -3.71 -0.19
C 1.97 -1.96 0.71 -0.13
C 3.07 -2.64 1.49 -0.34
C 2.63 -3.00 2.91 -0.01
F 4.20 -1.82 1.52 -0.04
N -1.10 0.04 -1.44 -0.01
C -1.58 -0.56 -2.68 -0.16
C -2.03 0.54 -3.64 -0.16
C -0.82 1.34 -4.15 -0.21
C -0.45 2.50 -3.21 -0.28
S -0.03 4.01 -4.05 0.33
O -0.33 5.10 -3.18 -0.34
O -0.58 4.02 -5.37 -0.33
Cl 2.00 3.91 -4.18 0.39
C -2.09 0.53 -0.56 -0.19
C -3.45 0.28 -0.69 0.05
C -4.37 0.81 0.22 -0.21
C -5.80 0.41 -0.01 -0.19
S -6.05 -1.25 0.64 0.69
O -6.00 -2.18 -0.45 -0.34
O -5.13 -1.44 1.73 -0.32
C -3.98 1.63 1.29 0.02
B -4.92 2.24 2.41 -0.58
N -6.15 2.94 2.17 0.19
O -4.53 2.09 3.73 0.12
C -2.60 1.89 1.38 -0.21
N -2.10 2.73 2.44 0.08
C -2.07 3.92 2.25 -0.78
S -2.05 5.46 2.10 0.83
C -1.67 1.34 0.49 -0.34
S 0.06 1.64 0.67 1.11
H 4.88 6.00 0.86 0.09
H 5.12 4.57 -0.15 0.09
H 5.52 4.56 1.58 0.08
H 0.93 4.71 2.36 0.05
H 1.74 5.69 3.61 0.07
H 1.86 6.13 1.92 0.10
H 1.82 2.82 2.82 0.09
H 2.93 3.22 4.12 0.11
H 4.13 1.51 3.41 0.12
H 4.77 2.57 2.21 0.10
H 4.15 0.62 1.09 0.12
H 2.86 1.71 0.69 0.09
H 2.86 -0.50 2.76 0.10
H 1.59 0.71 2.69 0.07
H -0.23 -2.47 -1.84 0.07
H 0.44 -5.00 -0.56 -0.05
H 3.88 -3.67 -2.30 0.07
H 0.08 -3.92 -3.32 0.06
H 3.39 -3.55 1.00 0.08
H 3.39 -2.66 3.61 0.09
H 2.56 -4.08 3.01 0.08
H 1.68 -2.57 3.16 0.08
H -2.37 -1.29 -2.54 0.12
H -0.77 -1.08 -3.18 0.11
H -2.50 0.08 -4.49 0.10
H -2.71 1.21 -3.13 0.11
H 0.03 0.68 -4.23 0.11
H -1.00 1.73 -5.14 0.10
H -1.28 2.75 -2.56 0.10
H 0.38 2.25 -2.56 0.08
H -3.83 -0.34 -1.49 0.10
H -6.51 1.06 0.49 0.08
H -6.06 0.41 -1.06 0.10
H -7.30 -1.23 1.17 0.08
H -6.93 2.53 2.66 0.09
H -6.39 3.08 1.20 0.07
H -4.24 2.92 4.12 0.10
C 4.35 7.63 6.89 -0.11
C 3.48 7.01 7.82 -0.11
C 2.89 5.94 7.19 -0.14
N 3.38 5.91 5.91 0.01
C 4.27 6.93 5.72 -0.14
H 4.97 8.50 7.06 0.09
H 3.29 7.31 8.84 0.09
H 2.18 5.22 7.53 0.11
H 3.13 5.23 5.21 0.10
H 4.77 7.06 4.78 0.10
C 0.16 -0.12 6.34 -0.11
C -0.87 0.29 7.24 -0.11
C -1.84 0.89 6.49 -0.14
N -1.45 0.87 5.18 0.02
C -0.23 0.25 5.08 -0.14
H 1.07 -0.63 6.60 0.09
H -0.88 0.16 8.31 0.09
H -2.78 1.34 6.77 0.11
H -1.97 1.24 4.41 0.11
H 0.24 0.12 4.13 0.08
C -1.18 -1.27 -6.50 -0.10
C -2.34 -1.29 -7.33 -0.10
C -2.75 -2.60 -7.41 -0.16
N -1.88 -3.36 -6.68 0.02
C -0.92 -2.56 -6.12 -0.12
H -0.60 -0.41 -6.23 0.08
H -2.82 -0.45 -7.80 0.10
H -3.58 -3.05 -7.93 0.11
H -1.94 -4.35 -6.56 0.14
H -0.14 -2.97 -5.51 0.08
C -1.81 -7.81 -3.34 -0.11
C -3.11 -8.37 -3.39 -0.11
C -3.57 -8.23 -4.67 -0.14
N -2.59 -7.60 -5.40 -0.01
C -1.51 -7.34 -4.59 -0.15
H -1.16 -7.76 -2.48 0.09
H -3.65 -8.83 -2.58 0.09
H -4.49 -8.52 -5.13 0.11
H -2.65 -7.37 -6.37 0.14
H -0.63 -6.85 -4.97 0.10
C -6.95 -0.70 -4.05 -0.11
C -7.32 -0.61 -5.42 -0.11
C -6.34 -1.22 -6.15 -0.14
N -5.39 -1.68 -5.28 0.02
C -5.76 -1.37 -4.00 -0.14
H -7.50 -0.33 -3.21 0.08
H -8.21 -0.15 -5.82 0.09
H -6.23 -1.37 -7.21 0.10
H -4.55 -2.16 -5.54 0.11
H -5.14 -1.65 -3.16 0.09
C 7.79 -2.39 3.49 -0.11
C 7.22 -2.45 2.19 -0.10
C 8.23 -2.75 1.32 -0.14
N 9.38 -2.88 2.04 0.00
C 9.12 -2.66 3.37 -0.15
H 7.27 -2.18 4.41 0.09
H 6.18 -2.28 1.92 0.06
H 8.23 -2.89 0.25 0.10
H 10.28 -3.10 1.66 0.14
H 9.90 -2.72 4.11 0.10


(6)
6
Properties=species:S:1:pos:R:3:nbo_charge:R:1 method="wB97M-V/def2-TZVPD" e_above_lowest_ev=5.643 charge=0 homo_lumo_gap_ev=9.71 total_energy_ha=-587.77939
C -2.54 0.12 -0.98 -0.21
O 1.63 0.36 0.74 -0.47
O 1.06 -0.46 -0.22 -0.46
S -3.05 -0.35 0.36 0.21
H 0.35 0.13 -0.64 0.47
H 2.56 0.19 0.74 0.46


(7)
54
Properties=species:S:1:pos:R:3:nbo_charge:R:1 method="wB97M-V/def2-TZVPD" e_above_lowest_ev=3.378 charge=-1 homo_lumo_gap_ev=7.92 total_energy_ha=-1962.08651
C 3.73 -5.07 -0.02 -0.65
C 3.31 -3.75 0.78 -0.07
O 2.68 -2.84 -0.14 -0.53
C 3.62 -1.97 -0.78 0.22
O 3.31 -0.57 -0.65 -0.51
C 2.17 -0.21 -1.38 0.99
O 1.05 -0.72 -1.29 -0.59
O 2.31 0.89 -2.28 -0.52
C 1.20 1.81 -2.13 -0.08
C 1.09 2.49 -0.67 -0.45
C -0.41 2.45 -0.07 -0.40
C -0.53 1.41 1.14 -0.42
C -2.04 1.23 1.67 -0.41
C -2.72 -0.15 1.22 -0.40
C -4.33 0.02 1.30 -0.42
C -5.03 -1.42 1.06 -0.09
O -5.98 -1.30 -0.03 -0.52
C -6.35 -2.54 -0.55 0.80
C -7.71 -2.59 -1.41 -0.72
O -5.72 -3.60 -0.45 -0.59
H 2.77 -5.68 -0.17 0.21
H 4.14 -4.77 -1.03 0.21
H 4.44 -5.75 0.56 0.21
H 4.14 -3.30 1.41 0.18
H 2.49 -4.06 1.52 0.19
H 4.65 -2.11 -0.29 0.17
H 3.78 -2.28 -1.88 0.16
H 0.19 1.38 -2.44 0.18
H 1.40 2.67 -2.86 0.20
H 1.76 2.01 0.11 0.23
H 1.41 3.58 -0.77 0.26
H -1.20 2.23 -0.87 0.19
H -0.67 3.49 0.34 0.21
H 0.19 1.71 1.98 0.22
H -0.16 0.40 0.76 0.21
H -2.65 2.08 1.20 0.19
H -2.12 1.36 2.81 0.20
H -2.41 -0.95 1.97 0.20
H -2.41 -0.46 0.16 0.22
H -4.65 0.48 2.30 0.20
H -4.63 0.77 0.50 0.22
H -4.17 -2.14 0.84 0.21
H -5.50 -1.70 2.06 0.18
H -7.59 -1.90 -2.31 0.23
H -7.84 -3.64 -1.81 0.24
H -8.62 -2.29 -0.80 0.23
C 5.52 3.85 -0.19 0.68
F 6.73 4.41 -0.42 -0.34
F 5.09 3.38 -1.39 -0.34
F 5.75 2.76 0.58 -0.34
S 4.32 5.04 0.59 2.33
O 4.19 6.13 -0.37 -0.99
O 4.93 5.43 1.85 -0.99
O 3.08 4.27 0.75 -1.01